{
  "formula": "C24H45CrF3N2O23",
  "method": "ωB97M-V with the def2-TZVPD basis set",
  "lumo_energy_ha": [0.0137, 0.0137],
  "homo_lumo_gap_ev": [8.68, 9.15],
  "homo_energy_ha": [-0.3054, -0.3227],
  "energy_ev": -112257.2129,
  "molar_mass_g_mol": 838.605,
  "multiplicity": 5,
  "elements": ["Cr", "N", "O", "O", "O", "N", "O", "O", "O", "C", "C", "O", "C", "O", "O", "C", "H", "H", "H", "H", "H", "H", "H", "H", "C", "C", "O", "C", "O", "O", "C", "H", "H", "H", "H", "H", "H", "H", "H", "C", "C", "O", "C", "O", "O", "C", "H", "H", "H", "H", "H", "H", "H", "H", "C", "C", "O", "C", "O", "O", "C", "H", "H", "H", "H", "H", "H", "H", "H", "C", "C", "O", "C", "O", "O", "C", "H", "H", "H", "H", "H", "H", "H", "H", "C", "C", "O", "C", "O", "C", "F", "F", "F", "H", "H", "H", "H", "H"],
  "xyz": [[4.546990, 20.708850, 27.557910], [1.983530, 19.653500, 29.260150], [2.982190, 19.530530, 28.548260], [1.706320, 18.832200, 30.116350], [1.361920, 20.691120, 29.120350], [7.504040, 22.032240, 26.518790], [8.195610, 21.367280, 25.785350], [7.757840, 23.170920, 26.796220], [6.403930, 21.596280, 26.990030], [8.144530, 23.573690, 30.898480], [6.874560, 23.737540, 30.040930], [5.792700, 23.428080, 30.823820], [4.647120, 22.946300, 30.351940], [4.422200, 22.302610, 29.318810], [3.757410, 23.209400, 31.284590], [2.354120, 22.895900, 31.048290], [8.248840, 22.502980, 31.073960], [8.011740, 24.111830, 31.837030], [9.090580, 23.825030, 30.418970], [7.095800, 23.323660, 29.057130], [6.708230, 24.809560, 29.935050], [2.320100, 21.825940, 31.253510], [1.867230, 23.196880, 30.120690], [1.758720, 23.443270, 31.779030], [5.263160, 23.176870, 22.465710], [4.824250, 22.340650, 23.661870], [4.961490, 20.967150, 23.394190], [4.707050, 20.022970, 24.303340], [4.319870, 20.248660, 25.494010], [4.867420, 18.711120, 23.819920], [5.632170, 18.429460, 22.615500], [5.616260, 24.160100, 22.776660], [4.603550, 23.210920, 21.598610], [6.157920, 22.774310, 21.990900], [3.801660, 22.716110, 23.700000], [5.285910, 22.445280, 24.643720], [5.440820, 17.439490, 22.201440], [6.686090, 18.547530, 22.867350], [5.419710, 19.119430, 21.798870], [3.322620, 14.809790, 28.160580], [3.817970, 16.268790, 28.312720], [5.121940, 16.228960, 27.765630], [5.680310, 17.304520, 27.217030], [5.205260, 18.449090, 27.168380], [6.838630, 16.853260, 26.679250], [7.701090, 17.761660, 26.057210], [3.494190, 14.442860, 27.148630], [2.259100, 14.652920, 28.340640], [3.834930, 14.150830, 28.861580], [3.889650, 16.538800, 29.366310], [3.134010, 16.968740, 27.832770], [8.386850, 18.202860, 26.780510], [7.194070, 18.468770, 25.400670], [8.346000, 17.124450, 25.452100], [4.488030, 26.117410, 25.822720], [3.944230, 25.052060, 26.782670], [2.862870, 24.414980, 26.064290], [2.594420, 23.109580, 26.279270], [3.341290, 22.322270, 26.825160], [1.405610, 22.819200, 25.648720], [0.985620, 21.427230, 25.529760], [5.351780, 26.514450, 26.356000], [3.677280, 26.837260, 25.710400], [4.729390, 25.625890, 24.880250], [3.537160, 25.639550, 27.605620], [4.750880, 24.421570, 27.156690], [0.059340, 21.251230, 24.982840], [0.715700, 21.011740, 26.500640], [1.657610, 20.807940, 24.935610], [10.080010, 20.316590, 30.074740], [8.696050, 20.137760, 29.378770], [7.829720, 19.811650, 30.482460], [6.510890, 19.756600, 30.299430], [5.921090, 19.967390, 29.237140], [6.040120, 19.290810, 31.408230], [4.649620, 19.204650, 31.605850], [10.726190, 20.501190, 29.216560], [10.289570, 19.353010, 30.539170], [10.134140, 21.185910, 30.730080], [8.771950, 19.362200, 28.616640], [8.345660, 21.082040, 28.962050], [4.226780, 20.208100, 31.654860], [4.422650, 18.665840, 32.525780], [4.168500, 18.538260, 30.889930], [3.615200, 14.436290, 20.499040], [2.307940, 14.431800, 21.308690], [2.551370, 14.891220, 22.660940], [1.875220, 15.957200, 23.192180], [0.907910, 16.509760, 22.671110], [2.366960, 16.446840, 24.603780], [1.809410, 15.731560, 25.555570], [3.671850, 16.200700, 24.648990], [2.145850, 17.750940, 24.790710], [3.452000, 13.943900, 19.540390], [4.368830, 13.857880, 21.033450], [3.944690, 15.466600, 20.364890], [2.191290, 13.349980, 21.373270], [1.463810, 14.931250, 20.833210]],
  "forces_ev_per_angstrom": [[0.47, -0.59, 1.36], [-0.65, 1.79, 0.93], [3.13, -1.38, -1.91], [-0.04, -1.06, 0.28], [-1.70, 1.17, 0.00], [-1.73, -0.12, -0.13], [0.61, -1.43, -0.65], [1.18, 2.52, 0.69], [-0.84, -1.08, 0.13], [-0.61, -0.80, -0.07], [3.08, 2.42, -0.60], [-1.77, -1.85, 0.55], [-0.45, -1.37, -1.12], [0.70, 1.63, 1.71], [-1.16, 1.00, -0.24], [0.03, -0.61, 0.84], [-0.08, -0.10, 0.51], [0.24, -0.13, 0.02], [-0.33, 0.54, -0.28], [-1.14, -0.65, -0.01], [0.51, 0.31, -0.77], [-0.76, 0.11, -0.44], [1.03, -0.35, -0.53], [0.55, -0.11, 0.48], [2.26, -0.56, -0.39], [-0.69, 1.49, 0.25], [-0.40, -2.54, -0.62], [-0.70, -0.40, 2.27], [1.08, -1.16, -5.58], [-0.37, 2.13, 0.79], [0.35, 1.14, -0.14], [-0.59, 0.15, 0.06], [-0.69, 0.17, 0.62], [0.38, -0.32, 0.28], [-0.63, -1.04, 0.84], [0.33, 0.94, -0.23], [-0.32, -0.12, 0.84], [0.03, -0.21, -0.07], [-0.22, 0.24, 0.25], [-0.06, 0.14, 0.19], [-1.26, -1.18, 0.39], [0.80, 0.72, -0.54], [-0.73, 1.21, -0.28], [1.53, -2.91, -0.02], [-1.50, 0.20, 0.85], [1.09, -0.08, -0.68], [0.21, 0.14, 0.01], [-0.08, 0.50, 0.15], [0.20, 0.04, -0.09], [-0.06, 0.13, -0.03], [0.43, 0.18, -0.21], [-0.41, 0.53, 0.01], [0.00, 0.21, 0.44], [-0.07, 0.05, -0.24], [-0.50, -1.07, 0.84], [0.31, 1.18, -0.45], [-0.45, -1.37, 0.71], [-0.45, -0.40, -1.11], [-1.22, 1.09, -0.43], [0.97, -0.07, 0.37], [-0.18, -0.65, 0.35], [0.09, 0.40, -0.54], [0.40, 0.26, -0.34], [0.28, 0.38, -0.03], [-0.34, -0.55, 0.32], [-0.42, -0.64, -0.28], [-0.23, 1.49, -0.27], [0.85, -0.01, 0.22], [0.71, 0.21, 0.62], [-1.11, -0.24, -1.79], [0.86, 1.18, 1.45], [-0.21, -0.09, -0.54], [0.41, -0.41, -2.44], [0.82, -0.01, 1.95], [-0.33, -0.31, 1.47], [-1.29, -0.61, 0.02], [0.59, -0.12, 0.26], [0.40, 0.34, 0.25], [-0.18, -0.35, 0.16], [-0.44, -0.06, 0.18], [0.02, -0.15, -0.35], [-0.23, -0.18, -0.24], [0.68, 0.42, 0.38], [0.01, 0.65, -0.66], [-0.39, 0.94, 0.51], [0.86, -1.04, -0.36], [-0.23, 1.56, 1.16], [-2.38, 0.42, -2.08], [2.21, -1.18, 0.99], [0.80, -0.55, -1.59], [-0.77, -0.04, 0.62], [0.76, 0.33, 0.37], [-0.12, -0.76, -0.08], [-0.10, 0.19, -0.04], [0.03, 0.17, 0.05], [0.31, -0.10, -0.26], [-1.12, 0.10, 0.51], [0.14, 0.02, 0.25]],
  "mulliken_spin": [3.91, 0.01, -0.08, 0.00, 0.00, 0.00, 0.00, 0.00, 0.02, 0.00, 0.00, 0.00, 0.00, 0.04, 0.00, 0.00, 0.00, 0.00, 0.00, 0.00, 0.00, 0.00, 0.00, 0.00, 0.00, 0.00, 0.00, 0.01, 0.03, 0.00, 0.00, 0.00, 0.00, 0.00, 0.00, 0.00, 0.00, 0.00, 0.00, 0.00, 0.00, 0.00, 0.00, 0.01, 0.00, 0.00, 0.00, 0.00, 0.00, 0.00, 0.00, 0.00, 0.00, 0.00, 0.00, 0.00, 0.00, 0.01, -0.02, 0.00, 0.00, 0.00, 0.00, 0.00, 0.00, 0.00, 0.00, 0.00, 0.00, 0.00, 0.00, 0.00, 0.00, 0.02, 0.00, 0.00, 0.00, 0.00, 0.00, 0.00, 0.00, 0.00, 0.00, 0.00, 0.00, 0.00, 0.00, 0.00, 0.00, 0.00, 0.00, 0.00, 0.00, 0.00, 0.00, 0.00, 0.00, 0.00]
}


{
  "formula": "C21H62O10",
  "method": "ωB97M-V with the def2-TZVPD basis set",
  "lumo_energy_ha": 0.0114,
  "smiles": "CC(C)O.CC(C)O.CC(C)O.CC(C)O.CC(C)O.CC(C)O.CC(C)O.O.O.O",
  "homo_lumo_gap_ev": 10.19,
  "homo_energy_ha": -0.3631,
  "energy_ev": -43256.1585,
  "molar_mass_g_mol": 474.717,
  "multiplicity": 1,
  "elements": ["C", "C", "C", "O", "H", "H", "H", "H", "H", "H", "H", "H", "C", "C", "C", "O", "H", "H", "H", "H", "H", "H", "H", "H", "C", "C", "C", "O", "H", "H", "H", "H", "H", "H", "H", "H", "C", "C", "C", "O", "H", "H", "H", "H", "H", "H", "H", "H", "C", "C", "C", "O", "H", "H", "H", "H", "H", "H", "H", "H", "C", "C", "C", "O", "H", "H", "H", "H", "H", "H", "H", "H", "C", "C", "C", "O", "H", "H", "H", "H", "H", "H", "H", "H", "O", "H", "H", "O", "H", "H", "O", "H", "H"],
  "xyz": [[5.211880, -8.824972, 0.885260], [5.802295, -8.728493, -0.515293], [7.256918, -8.309018, -0.555489], [5.496403, -9.925688, -1.210721], [5.503008, -7.946405, 1.465843], [5.643226, -9.661859, 1.443110], [4.123901, -8.866408, 0.894255], [5.175679, -7.908272, -0.897360], [7.514869, -7.391266, -0.036482], [7.470792, -8.171475, -1.624521], [7.959705, -9.107076, -0.302108], [5.624721, -9.744382, -2.150382], [5.429631, -16.780248, -1.001451], [5.829943, -18.160010, -1.426032], [5.580814, -19.177434, -0.296919], [5.008492, -18.535582, -2.524267], [4.396731, -16.619104, -0.703034], [5.695487, -16.086020, -1.803563], [6.064707, -16.499629, -0.154862], [6.882222, -18.243635, -1.720109], [6.216600, -19.130414, 0.589370], [5.606111, -20.185465, -0.714375], [4.575873, -19.003599, 0.098428], [5.233895, -19.407369, -2.857837], [-1.627261, -12.674030, -2.180187], [-1.325733, -14.079813, -1.636589], [-2.542883, -14.654145, -0.907587], [-0.859536, -14.853134, -2.726804], [-2.450586, -12.645391, -2.905013], [-0.791679, -12.232056, -2.719844], [-2.048566, -12.048452, -1.389804], [-0.550981, -13.883954, -0.886137], [-2.378481, -15.621930, -0.425470], [-3.316921, -14.823323, -1.661610], [-2.930001, -14.009190, -0.120815], [-1.022386, -15.777628, -2.491713], [5.489267, -14.501558, -5.766577], [6.677078, -14.145324, -4.916034], [6.298910, -13.334230, -3.677022], [7.531447, -15.251718, -4.570584], [5.116541, -13.675332, -6.368921], [4.683829, -14.941569, -5.171053], [5.720566, -15.318044, -6.457182], [7.444245, -13.564858, -5.434908], [5.486293, -13.736698, -3.066265], [5.784804, -12.441955, -4.061178], [7.155487, -13.015990, -3.088101], [7.028133, -15.971721, -4.170220], [1.802859, -12.436533, 0.769700], [3.222268, -12.360212, 0.181773], [3.899596, -13.700630, -0.172052], [3.231871, -11.526878, -0.980761], [0.970002, -12.332966, 0.082601], [1.793633, -11.704225, 1.576482], [1.753548, -13.407044, 1.270586], [3.851560, -11.889326, 0.944975], [3.855632, -13.847254, -1.250227], [3.319369, -14.526802, 0.240389], [4.951014, -13.701245, 0.109327], [4.040389, -10.985939, -0.994872], [7.420398, -12.204728, 0.756956], [8.843980, -12.562640, 1.134583], [9.113783, -14.059557, 1.250500], [9.720976, -11.935964, 0.192629], [7.118748, -11.160475, 0.706786], [6.740841, -12.712589, 1.450466], [7.184889, -12.546646, -0.258336], [9.091722, -12.109697, 2.097238], [8.778560, -14.621842, 0.379005], [8.649012, -14.463936, 2.153969], [10.174121, -14.222513, 1.447499], [9.518443, -12.284976, -0.682645], [4.374126, -16.909125, 2.950932], [3.544228, -17.647706, 4.017724], [2.460422, -18.518726, 3.329899], [4.441916, -18.516671, 4.699232], [4.862272, -16.150073, 3.575449], [3.914093, -16.340016, 2.149383], [5.154203, -17.609815, 2.657154], [3.027898, -16.894120, 4.615142], [1.830518, -19.006160, 4.079993], [2.962159, -19.326944, 2.796747], [1.827504, -17.938896, 2.660672], [3.886875, -18.997158, 5.324634], [1.849128, -15.094132, -2.607079], [0.899241, -14.916201, -2.426970], [2.238931, -14.227021, -2.807674], [1.372808, -11.196920, 4.323240], [1.260981, -10.821056, 5.203009], [2.236433, -11.623089, 4.346987], [2.629442, -12.522887, -3.615580], [2.783916, -11.763042, -4.183833], [2.638084, -12.157360, -2.707347]],
  "forces_ev_per_angstrom": [[0.77, -0.30, 0.68], [-1.38, 1.37, 1.54], [0.42, -0.89, -1.54], [0.47, 0.06, -0.40], [-0.05, 0.13, -0.18], [-0.25, -0.16, -0.08], [0.02, -0.24, -0.16], [0.40, -0.05, -0.71], [-0.30, 0.00, 0.16], [0.18, 0.39, 0.09], [-0.24, -0.04, 0.53], [0.03, -0.25, 0.04], [1.22, 0.87, -0.12], [-0.51, -1.53, 0.78], [-0.53, 0.10, 0.12], [-0.28, 0.48, -0.47], [-0.14, -0.44, -0.25], [-0.30, 0.14, 0.04], [-0.07, 0.03, 0.07], [0.05, 0.46, 0.01], [0.42, 0.16, -0.32], [0.12, -0.07, 0.16], [-0.12, -0.13, -0.20], [0.18, -0.05, 0.17], [-1.10, -0.15, -0.36], [-0.55, 1.86, 0.61], [-0.13, -0.55, -0.69], [-0.51, -0.65, 0.57], [0.06, -0.61, -0.12], [0.26, 0.07, 0.46], [0.70, 0.18, 0.19], [0.39, -0.56, -0.08], [0.38, -0.01, -0.11], [-0.20, 0.13, 0.15], [0.12, 0.28, -0.17], [0.15, 0.03, -0.28], [-0.23, -1.08, -0.35], [1.36, 0.12, 0.96], [-1.01, 0.70, -0.66], [-0.44, -0.52, 0.10], [-0.07, 0.14, 0.23], [-0.11, 0.45, 0.20], [0.39, 0.24, -0.13], [-0.56, 0.38, -0.47], [0.40, -0.62, 0.13], [0.33, 0.24, 0.03], [0.04, -0.19, 0.06], [-0.15, 0.14, -0.01], [1.23, -0.51, 0.73], [0.42, -0.16, -0.46], [-0.79, 0.19, -0.28], [-0.29, 0.40, 0.03], [0.14, 0.14, -0.21], [-0.69, 0.22, -0.21], [-0.39, 0.00, -0.03], [-0.06, 0.13, 0.00], [0.00, 0.03, -0.05], [0.43, -0.16, 0.25], [-0.07, -0.22, 0.21], [-0.08, -0.09, 0.00], [-0.84, -0.77, -0.05], [0.09, 0.61, -0.36], [0.02, 0.16, 0.59], [0.31, -0.05, 0.12], [0.65, 0.21, 0.44], [-0.14, 0.04, -0.14], [0.10, -0.38, 0.09], [0.06, 0.10, -0.06], [0.06, -0.01, -0.04], [-0.41, 0.01, -0.20], [0.10, 0.07, -0.44], [0.00, -0.03, 0.03], [0.94, 0.33, 2.07], [-1.21, -0.55, -2.59], [0.40, -0.02, 0.67], [-0.44, 0.66, 0.48], [0.48, 0.09, -0.41], [-0.49, -0.57, -0.12], [-0.08, 0.14, -0.59], [0.25, -0.16, 0.64], [-0.12, 0.10, 0.01], [-0.01, 0.13, -0.26], [0.01, 0.00, -0.03], [0.29, -0.13, 0.09], [-0.16, 0.25, 0.54], [0.81, -0.06, -0.55], [-0.30, -0.44, -0.25], [0.08, -0.01, 0.06], [-0.01, -0.02, -0.06], [-0.06, 0.02, 0.00], [-0.03, 0.30, 0.36], [-0.04, -0.09, -0.06], [0.24, 0.07, -0.13]],
  "mulliken_charge": [-1.43, 0.44, -1.15, -0.32, 0.46, 0.19, 0.34, 0.38, 0.40, 0.34, 0.22, 0.17, -0.56, 0.50, -1.36, -0.56, 0.39, -0.32, 0.35, 0.22, 0.33, 0.39, 0.30, 0.32, -1.49, 1.33, -1.55, -0.61, 0.42, 0.27, 0.40, -0.27, 0.41, 0.38, 0.39, 0.36, -1.34, 0.37, -0.59, -0.56, 0.36, 0.29, 0.38, 0.30, -0.06, 0.36, 0.19, 0.30, -1.53, 1.08, 0.27, -0.59, 0.19, 0.39, 0.38, 0.08, -0.53, -0.02, -0.03, 0.24, -0.22, 0.39, -1.28, -0.58, -0.25, 0.35, -0.11, 0.29, 0.25, 0.37, 0.36, 0.35, -0.96, 0.45, -1.36, -0.53, 0.33, 0.20, 0.27, 0.20, 0.42, 0.35, 0.33, 0.33, -0.63, 0.43, 0.29, -0.61, 0.31, 0.31, -0.69, 0.27, 0.36]
}


{
  "formula": "C7H7N",
  "method": "ωB97M-V with the def2-TZVPD basis set",
  "lumo_energy_ha": 0.0376,
  "smiles": "c1ccc2c(c1)CN2",
  "homo_lumo_gap_ev": 9.20,
  "homo_energy_ha": -0.3003,
  "energy_ev": -8858.2683,
  "molar_mass_g_mol": 105.140,
  "multiplicity": 1,
  "elements": ["C", "C", "C", "C", "C", "C", "C", "N", "H", "H", "H", "H", "H", "H", "H"],
  "xyz": [[-1.819148, 0.795122, -0.056881], [-1.885485, -0.681782, 0.083328], [-0.734992, -1.400642, -0.033273], [0.346435, -0.598538, -0.187422], [0.555491, 0.747798, -0.169468], [-0.522846, 1.486737, -0.103164], [2.010659, 0.668683, 0.192802], [1.753343, -0.934846, -0.122185], [-2.688731, 1.469233, 0.476160], [-2.753531, -1.383251, 0.316262], [-0.725654, -2.370269, 0.110463], [-0.688156, 2.593649, 0.273130], [2.446807, 0.726791, 1.087342], [2.785275, 0.901689, -0.574087], [1.649905, -1.498193, 0.810486]],
  "forces_ev_per_angstrom": [[-1.03, -0.25, 2.76], [-1.85, 2.08, -0.23], [0.06, 4.80, -0.93], [3.41, -1.46, -0.96], [1.09, -0.09, 0.74], [-6.19, 3.63, 1.87], [-0.38, -3.61, -5.83], [-0.60, -0.69, 3.18], [1.97, -1.93, -2.05], [0.47, 2.00, -0.33], [0.38, -4.74, 0.53], [1.07, -2.12, -1.31], [0.82, 0.82, 3.91], [-0.82, 0.49, 0.44], [1.61, 1.07, -1.79]],
  "mulliken_charge": [-0.58, -0.07, -1.12, 0.43, 0.40, -0.16, -0.39, -0.57, 0.19, 0.25, 0.59, 0.22, 0.33, 0.19, 0.29]
}